This record from OMol25 describes a structure of composition C15H20CuN5O2S. The level of theory is the ωB97M-V functional and the def2-TZVPD basis.

Output
- LUMO (spin up / spin down) (hartree) = -0.1022 / -0.1169
- ΔE to the lowest compared entry with this formula, charge and spin (kcal/mol) = 9.6
- E_tot (hartree) = -3046.3500

ORCA input file:
```
! wB97M-V def2-TZVPD RIJCOSX def2/J DEFGRID3
* xyz 1 2
Cu 1.06 0.12 2.23
N 0.27 -1.55 1.03
C 0.52 -1.27 -0.39
C 0.72 -2.61 -1.15
C 1.55 -2.72 -2.45
C 1.15 -1.88 -3.67
N -0.30 -1.77 -3.85
C -1.00 -0.64 -3.99
N -0.49 0.53 -3.66
N -2.27 -0.72 -4.44
C 1.66 -0.21 -0.46
O 1.96 0.28 -1.56
O 2.18 0.13 0.64
H 0.90 -2.27 1.37
H -0.68 -1.87 1.21
H -0.37 -0.76 -0.77
H -0.26 -3.04 -1.33
H 1.22 -3.28 -0.45
H 1.49 -3.77 -2.74
H 2.59 -2.50 -2.22
H 1.55 -2.35 -4.56
H 1.59 -0.89 -3.60
H -0.78 -2.63 -4.06
H 0.32 0.57 -3.01
H -1.02 1.37 -3.83
H -2.65 -1.58 -4.78
H -2.81 0.11 -4.57
S -1.02 1.62 5.76
C -0.26 0.18 6.27
C 0.46 -0.43 5.28
C 0.40 0.28 4.05
C -0.37 1.41 4.16
C -0.57 2.29 3.03
C -1.28 3.49 3.03
C -1.37 4.21 1.86
C -0.75 3.74 0.71
C -0.05 2.56 0.78
N 0.03 1.85 1.91
H -0.37 -0.15 7.29
H 1.01 -1.34 5.43
H -1.74 3.84 3.95
H -1.92 5.15 1.83
H -0.79 4.29 -0.22
H 0.49 2.16 -0.07
*
```